1.
Below is a 10-piece molecular cluster, C20H60O20 overall in a non-equilibrium geometry, with properties calculated with ωB97M-V with the def2-TZVPD basis set.

Element x y z (Å)
C -1.21497 -2.26495 5.29103
C -0.91653 -1.32696 4.11294
O 0.43482 -1.40569 3.73175
O -1.16265 -3.58735 4.92276
H -2.21730 -2.05632 5.66686
H -0.58629 -2.03923 6.15406
H -1.06241 -0.29845 4.44314
H -1.50440 -1.58917 3.23282
H 0.59066 -2.10956 3.09689
H -0.31825 -3.77687 4.50644
C 2.85742 -0.24389 4.33715
C 2.28506 0.62093 3.23826
O 3.18581 1.66940 2.75644
O 3.30638 0.60704 5.40287
H 3.73801 -0.77669 3.97842
H 2.07780 -0.92703 4.67536
H 1.38297 0.98044 3.73535
H 2.08420 0.05078 2.33153
H 3.26328 2.34204 3.43769
H 2.52203 1.00812 5.78633
C -0.58711 -0.05432 -4.63227
C -1.13436 0.62878 -5.88716
O -2.50169 0.26788 -6.10847
O -0.75420 -1.46599 -4.67987
H -1.11940 0.15755 -3.70407
H 0.46753 0.15874 -4.45555
H -0.62710 0.30020 -6.79474
H -1.07240 1.71714 -5.90407
H -3.00823 0.86780 -5.54957
H -1.60451 -1.59629 -5.10966
C 0.85956 -4.81145 -0.45515
C 1.44632 -3.45728 0.11214
O 1.02894 -3.09769 1.36727
O 1.55188 -5.27446 -1.59795
H -0.21255 -4.76964 -0.64945
H 1.03069 -5.57336 0.30651
H 0.96304 -2.71292 -0.52239
H 2.50680 -3.31297 -0.09798
H 1.54110 -3.58399 2.01910
H 1.63889 -4.52185 -2.18956
C 4.57783 0.07614 -0.93805
C 3.06490 -0.20236 -0.67479
O 2.27555 0.89270 -0.19730
O 5.46529 -0.31585 0.12329
H 4.85040 1.09632 -1.21149
H 4.89020 -0.45689 -1.83630
H 2.95927 -1.11137 -0.08144
H 2.66609 -0.48205 -1.65023
H 2.57174 1.14225 0.68188
H 5.45618 0.25021 0.89885
C -0.61439 5.30163 3.03626
C 0.26229 4.12736 2.53601
O -0.19115 3.59694 1.31219
O -0.32356 6.41131 2.22507
H -0.29869 5.53929 4.05221
H -1.64828 4.95561 3.06706
H 0.10654 3.40546 3.33856
H 1.31229 4.37458 2.37758
H -0.23800 4.33302 0.69714
H -0.36408 6.10264 1.31682
C -0.90322 -0.20412 0.83773
C -1.01743 -0.23819 -0.62896
O -0.19598 0.76555 -1.22951
O -1.27380 0.92719 1.56887
H 0.10560 -0.53838 1.08710
H -1.47263 -1.04296 1.24089
H -2.03565 -0.13051 -1.00526
H -0.78123 -1.21380 -1.05685
H 0.68280 0.81781 -0.83902
H -0.68767 1.66595 1.38163
C 2.33536 -3.00426 -5.26836
C 2.47767 -2.76147 -3.75775
O 1.20360 -2.81446 -3.10814
O 2.02969 -4.35078 -5.54306
H 3.31763 -2.80591 -5.69762
H 1.59689 -2.29365 -5.64129
H 2.95607 -1.80585 -3.53700
H 3.10424 -3.48923 -3.24144
H 0.63305 -2.17705 -3.54820
H 1.12847 -4.60366 -5.32911
C -1.92549 3.10572 -3.20460
C -3.20823 2.25423 -3.00241
O -3.70973 1.97163 -4.32616
O -1.25848 3.22849 -2.02237
H -2.27311 4.08894 -3.52388
H -1.26444 2.66603 -3.95204
H -3.90403 2.84280 -2.40397
H -2.99629 1.36027 -2.41642
H -4.08540 2.75384 -4.73722
H -0.83505 2.38163 -1.84616
C -4.43914 0.77684 3.36550
C -4.58612 1.57958 2.05995
O -4.01746 0.88729 0.95157
O -4.85323 -0.56000 3.36209
H -4.93342 1.31993 4.17182
H -3.40580 0.83468 3.71328
H -4.12801 2.56950 2.05133
H -5.65130 1.77086 1.92687
H -3.09566 0.73702 1.18369
H -4.57232 -1.05095 2.58601

As for the SMILES: OCCO.OCCO.OCCO.OCCO.OCCO.OCCO.OCCO.OCCO.OCCO.OCCO. The calculation puts the HOMO energy at -9.95 eV.

Atomic partial charges in e from the Mulliken method, atoms 1 to 99: -0.70 -0.06 0.06 -0.54 0.41 0.30 0.19 0.10 0.04 0.32 -0.47 0.77 -0.66 -0.57 0.37 0.15 0.16 -0.40 0.33 0.34 0.63 -0.77 -0.66 -0.62 -0.24 0.27 0.39 0.31 0.52 0.31 -0.39 -0.44 -0.36 -0.66 0.21 0.40 -0.03 0.46 0.26 0.35 -0.76 0.70 -0.41 -0.56 0.33 0.37 0.24 -0.36 0.00 0.31 -0.49 -0.20 -0.31 -0.50 0.38 0.24 0.16 0.22 0.18 0.31 -0.58 0.08 -0.36 0.24 -0.16 0.57 0.48 0.05 0.06 -0.14 -0.35 -0.38 -0.18 -0.54 0.40 0.14 0.15 0.54 -0.02 0.32 -0.25 -0.16 -0.57 -0.47 0.45 0.09 0.34 0.00 0.30 0.35 -0.04 -0.46 -0.60 -0.56 0.40 -0.11 0.25 0.31 0.18

***

2.
Below is a 12-piece molecular cluster, C20H64N16O12 overall in a non-equilibrium geometry, with properties calculated with ωB97M-V with the def2-TZVPD basis set.

Element x y z (Å)
C -2.04705 -1.18207 -6.35634
C -2.81130 -1.28619 -5.06592
C -2.59918 -0.05822 -4.11604
O -4.16851 -1.37702 -5.46292
H -2.18762 -2.04685 -7.00479
H -0.97669 -1.15678 -6.15192
H -2.35555 -0.33778 -6.97287
H -2.67965 -2.19734 -4.48235
H -1.67302 -0.21969 -3.56445
H -3.25414 -0.04642 -3.24484
H -2.73809 0.92782 -4.55936
H -4.48216 -0.49142 -5.66027
C -3.00488 -0.35076 4.75564
C -2.45599 1.00306 4.84182
C -3.39210 2.16369 5.04965
O -1.51407 0.88505 5.84747
H -2.24051 -1.12521 4.81940
H -3.67382 -0.57990 3.92611
H -3.49063 -0.51560 5.71739
H -1.81553 1.15031 3.97220
H -4.24511 1.79272 5.61785
H -3.83226 2.27228 4.05840
H -3.09585 3.09439 5.53352
H -2.01668 1.18083 6.61003
C 0.93014 3.52336 3.28222
C -0.14024 3.82538 2.22670
C -1.07825 4.96263 2.61696
O 0.67282 4.29976 1.26194
H 1.57152 4.37687 3.50188
H 1.67682 2.79507 2.96572
H 0.51173 3.14299 4.21407
H -0.61140 2.89040 1.92352
H -1.84720 4.89834 3.38683
H -1.53148 5.48118 1.77210
H -0.28622 5.59297 3.02125
H 1.49211 3.85298 1.48720
C -0.46377 -0.34537 0.01504
C 0.79980 0.35471 0.46102
C 1.14338 0.27359 1.97900
O 1.84121 -0.16883 -0.39285
H -0.59368 -1.17260 0.71282
H -0.37126 -0.57176 -1.04718
H -1.39646 0.21504 0.07929
H 0.60456 1.41281 0.28669
H 1.95986 0.95428 2.22012
H 1.58731 -0.71274 2.11381
H 0.19293 0.30085 2.51193
H 1.79505 -1.12718 -0.36074
C -0.85343 -2.98083 2.53095
O -1.98541 -2.78557 2.89539
N 0.22327 -2.67046 3.18721
N -0.59529 -3.82841 1.58701
H 1.08902 -2.74046 2.67177
H 0.12947 -1.96877 3.90758
H -1.35466 -4.04115 0.95598
H 0.33631 -4.20002 1.46811
C 4.79932 -1.58453 -2.72087
O 5.07416 -2.67392 -3.22073
N 3.80575 -0.78128 -2.99296
N 5.41810 -1.13338 -1.68154
H 3.67147 0.11833 -2.55393
H 3.32368 -1.08271 -3.82774
H 6.19017 -1.70566 -1.37091
H 4.95804 -0.42614 -1.12633
C 3.99747 -1.99445 2.04865
O 3.02476 -2.74806 2.17656
N 4.29719 -1.09972 2.89260
N 4.97279 -2.03312 1.23613
H 3.51448 -0.89392 3.49683
H 5.15631 -0.56867 2.89219
H 5.88648 -1.68566 1.49020
H 4.94125 -2.83487 0.62269
C 0.91273 0.62666 -3.84325
O 0.90762 -0.60232 -3.80703
N 1.40402 1.31279 -4.84865
N 0.64879 1.37440 -2.85750
H 1.41451 2.32062 -4.78323
H 1.06276 0.80538 -5.65250
H 0.83154 2.36574 -2.79466
H 0.71423 0.90794 -1.96405
C -4.16868 -2.78697 -0.44179
O -5.09310 -3.30403 -0.97934
N -4.12280 -2.62407 0.85819
N -3.03203 -2.45448 -1.01912
H -3.44314 -2.02425 1.30361
H -4.89492 -3.05521 1.34610
H -2.81411 -2.57377 -1.99809
H -2.24940 -2.10141 -0.48721
C 4.22410 2.74389 1.03841
O 3.26109 3.56986 1.03251
N 4.14415 1.53343 0.59917
N 5.41862 2.99377 1.23967
H 4.76350 0.81507 0.94625
H 3.23502 1.17774 0.34020
H 6.00128 2.17213 1.31396
H 5.77284 3.93070 1.36920
C -3.71906 2.85885 -2.31665
O -3.44656 3.28316 -3.50397
N -4.87225 2.62366 -1.89206
N -2.76506 2.86189 -1.43179
H -4.89942 2.34116 -0.92275
H -5.72009 2.76521 -2.42236
H -1.85668 3.01086 -1.84744
H -2.79872 2.56143 -0.46810
C 0.91447 -3.77796 -1.80850
O 1.84077 -3.30337 -1.17218
N 0.28469 -3.22348 -2.82929
N 0.31984 -4.88169 -1.49064
H 0.47135 -2.25889 -3.06342
H -0.67472 -3.53537 -2.87777
H -0.35731 -5.30102 -2.11170
H 0.65051 -5.35826 -0.66383

As for the SMILES: NC(N)=O.NC(N)=O.NC(N)=O.NC(N)=O.NC(N)=O.NC(N)=O.NC(N)=O.NC(N)=O.CC(C)O.CC(C)O.CC(C)O.CC(C)O. The calculation puts the HOMO energy at -9.41 eV.

Atomic partial charges in e from the Mulliken method, atoms 1 to 99: -1.38 0.65 -0.80 -0.61 0.39 0.22 0.35 0.04 -0.21 0.35 0.62 0.36 -1.25 1.61 -1.62 -0.57 0.30 0.21 0.34 -0.63 0.46 0.37 0.38 0.34 -1.42 1.35 -1.35 -0.58 0.50 0.15 0.33 -0.22 0.26 0.33 0.36 0.41 -0.17 0.04 0.27 1.57 -0.05 0.11 0.21 0.23 -0.23 -0.91 0.03 -0.48 0.28 -0.63 -0.24 -0.20 0.08 0.28 0.23 0.15 0.57 -0.73 -0.17 -0.40 0.12 0.10 0.25 0.27 0.46 -0.75 -0.33 -0.29 0.22 0.16 0.21 0.29 0.35 -0.77 -0.45 -0.15 0.18 0.36 0.28 -0.10 0.68 -0.69 -0.20 0.11 0.08 0.19 -0.14 -0.16 0.45 -0.78 -0.18 -0.28 0.15 -0.16 0.11 0.30 0.77 -0.77 -0.33

***

3.
Below is a 11-piece molecular cluster, C20H65N3O11 overall in a non-equilibrium geometry, with properties calculated with ωB97M-V with the def2-TZVPD basis set.

Element x y z (Å)
O 4.40022 1.44608 14.27319
H 4.91169 0.92577 13.65359
H 3.48953 1.22639 14.07668
O 6.66443 0.49872 12.39188
H 5.85796 -0.01669 12.40593
H 6.37400 1.39412 12.21826
O 2.36612 5.54594 11.27089
H 1.56206 6.04346 11.12193
H 2.73680 5.92229 12.06913
O 1.33748 2.77585 11.00229
H 1.71647 3.61525 10.74150
H 1.87344 2.49005 11.74209
C 7.31810 5.74277 15.05271
C 8.38998 5.59759 13.95800
O 9.36932 6.60440 14.08044
H 6.94366 6.75317 15.21693
H 7.62517 5.30598 16.00299
H 6.50642 5.13472 14.65326
H 7.99655 5.66655 12.94382
H 8.79254 4.59541 14.10519
H 9.98307 6.45140 13.35829
C 9.81612 3.60412 8.44167
C 8.61608 4.33396 9.08146
O 9.16467 5.54169 9.57232
H 9.66219 2.57557 8.11532
H 10.49134 3.44206 9.28186
H 10.33213 4.04833 7.59050
H 8.15872 3.77469 9.89764
H 7.83099 4.38958 8.32737
H 8.52053 6.24461 9.46011
C 5.02769 3.36627 10.57877
C 5.60396 4.24479 11.71217
O 6.23653 3.36150 12.62704
H 5.64871 2.56364 10.18101
H 4.60923 3.94141 9.75281
H 4.06965 2.96913 10.91425
H 4.81527 4.79799 12.22209
H 6.34812 4.95308 11.34795
H 5.57769 3.00017 13.22451
C 4.70357 3.02084 6.79792
C 4.83263 2.55091 5.36515
O 3.73371 2.91753 4.58605
H 4.05544 2.35755 7.37070
H 4.38787 4.05820 6.90893
H 5.65166 2.92846 7.32772
H 5.00687 1.47689 5.43009
H 5.70221 3.06249 4.95258
H 3.96008 2.81223 3.65908
C 4.43150 -0.66020 9.45048
C 3.33487 -0.01950 10.35110
C 1.99277 -0.68315 10.21828
O 1.42903 -0.86644 8.89562
C 0.06557 -1.34559 8.88827
N 3.86601 -0.17175 11.69162
H 5.35594 -0.12078 9.65672
H 4.06081 -0.53938 8.43260
H 4.48182 -1.71994 9.70051
H 3.12484 1.01252 10.07020
H 1.23306 -0.12844 10.76895
H 2.07341 -1.64158 10.73111
H -0.05839 -1.64384 7.84722
H -0.71681 -0.59626 9.00868
H -0.04203 -2.24610 9.49292
H 3.90562 -1.16402 11.87586
H 3.13281 0.16156 12.30107
C 6.13841 8.32159 11.37516
C 7.31715 8.38935 10.34960
C 8.79400 8.38023 10.96476
O 9.01770 9.62683 11.54961
C 10.42503 9.84534 11.71744
N 7.02038 7.39362 9.35260
H 5.82736 7.30154 11.60065
H 5.24258 8.68945 10.87490
H 6.37728 8.82451 12.31224
H 7.14841 9.25795 9.71308
H 9.50922 8.13620 10.17926
H 8.87960 7.61816 11.73938
H 10.95632 9.81319 10.76623
H 10.73871 9.06815 12.41435
H 10.62463 10.82316 12.15574
H 6.95175 7.95246 8.51410
H 6.04873 7.11930 9.37989
C 2.65373 5.15409 17.44204
C 3.60838 4.11665 16.77751
C 3.56185 2.68145 17.39274
O 3.56743 2.67134 18.80520
C 3.46534 1.35757 19.36758
N 3.32007 4.02987 15.36438
H 3.16311 5.23093 18.40263
H 1.58659 4.94249 17.50943
H 2.67023 6.11896 16.93524
H 4.65583 4.39789 16.88636
H 4.40160 2.13035 16.96940
H 2.61181 2.24488 17.08460
H 2.41412 1.08131 19.28561
H 3.84308 1.38572 20.38965
H 4.13483 0.59291 18.97365
H 4.00374 3.31952 15.14508
H 2.43342 3.55694 15.26299

Its total charge is -1. The calculation puts the HOMO energy (spin up / spin down) at 0.02 / -6.77 eV. Its multiplicity is 2.

Need the Mulliken charges? In units of e they are: 0.19 -0.14 0.03 -0.66 0.30 0.37 -0.48 0.20 0.26 -0.32 0.28 0.10 -1.07 0.59 -0.59 0.35 0.37 0.11 -0.29 0.22 0.31 -1.44 0.28 -0.57 0.41 0.31 0.33 0.05 0.18 0.41 -0.49 0.13 -0.66 0.39 0.39 -0.14 0.13 -0.56 0.29 -0.63 -0.42 -0.52 0.09 0.41 0.19 0.26 0.31 0.30 -1.62 0.45 -1.39 -0.22 -0.76 0.40 0.40 0.34 0.44 0.15 0.24 0.18 0.27 0.29 0.32 0.31 -0.16 -1.38 0.52 -0.70 -0.41 -0.64 -0.60 0.18 0.47 0.36 0.37 0.56 0.08 0.30 0.23 0.28 0.25 0.24 -1.61 0.56 -0.76 -0.35 -0.80 -0.52 0.37 0.30 0.44 0.14 0.36 0.38 0.31 0.28 0.30 -0.15 0.44

***

4.
Below is a 10-piece molecular cluster, C20H65N5O10 overall in a non-equilibrium geometry, with properties calculated with ωB97M-V with the def2-TZVPD basis set.

Element x y z (Å)
C -0.84752 -11.48378 11.75185
C -1.66624 -11.20297 10.49206
C -2.71797 -12.28190 10.20692
O -2.05041 -13.40691 9.66527
C -2.86516 -14.58439 9.60443
N -2.27419 -9.86914 10.70413
H -0.31225 -12.43370 11.82472
H -1.45656 -11.52438 12.65725
H -0.08488 -10.70559 11.81084
H -0.96263 -11.08975 9.66334
H -3.41567 -11.87939 9.46455
H -3.34327 -12.49410 11.07788
H -2.18338 -15.41912 9.44712
H -3.54450 -14.41416 8.76748
H -3.40134 -14.83580 10.52191
H -1.47540 -9.26438 10.88068
H -2.48928 -9.68873 9.71889
C 4.86522 -7.77010 10.51857
C 4.10240 -9.07808 10.24252
C 3.37712 -9.66114 11.49101
O 4.18245 -9.90960 12.63539
C 5.22933 -10.85114 12.32907
N 3.13609 -8.80237 9.17741
H 4.29603 -6.99883 11.03803
H 5.29601 -7.37607 9.59867
H 5.69361 -8.07657 11.16442
H 4.87317 -9.76506 9.89123
H 2.93576 -10.61381 11.18120
H 2.49928 -9.04298 11.68280
H 5.76365 -10.92767 13.27702
H 6.03047 -10.50164 11.67386
H 4.85994 -11.81884 11.99000
H 3.66423 -8.61304 8.33258
H 2.71569 -7.88488 9.32297
C -2.92539 -5.70379 7.34059
C -3.14740 -7.02171 8.10101
C -2.27506 -8.13956 7.45837
O -2.73957 -9.42142 7.90222
C -3.85745 -9.98334 7.22274
N -2.77080 -6.73189 9.50612
H -1.93886 -5.28266 7.53331
H -3.62964 -5.00415 7.79206
H -3.14537 -5.87317 6.28668
H -4.20834 -7.26761 8.11562
H -1.21922 -8.05302 7.71618
H -2.31308 -8.09365 6.36675
H -4.80909 -9.55611 7.54390
H -3.77022 -11.05594 7.37953
H -3.79790 -9.78106 6.14992
H -1.76141 -6.83535 9.61764
H -2.94202 -7.64770 9.92580
C -2.79960 -6.94823 13.46598
C -2.62792 -7.67110 14.80354
C -3.95359 -7.78364 15.59966
O -4.94431 -8.53708 14.92000
C -6.15800 -8.64641 15.68786
N -1.93957 -8.97451 14.67554
H -1.84581 -6.92349 12.94332
H -3.11610 -5.91597 13.61488
H -3.51243 -7.44135 12.80343
H -1.89715 -7.11196 15.39228
H -4.32018 -6.78825 15.86933
H -3.67011 -8.20921 16.56856
H -6.59440 -9.63502 15.54853
H -6.84279 -7.82878 15.46571
H -5.97880 -8.65398 16.76665
H -2.60746 -9.66361 14.34507
H -1.69386 -9.29066 15.60694
C 3.09427 -7.71274 13.97488
C 1.79381 -8.23385 14.64162
C 1.42573 -7.59456 15.99486
O 2.46126 -7.66581 16.95623
C 1.94908 -7.79711 18.24176
N 0.75211 -8.20803 13.63043
H 2.79509 -6.98220 13.21778
H 3.57750 -8.49930 13.39376
H 3.80633 -7.20512 14.62360
H 1.97734 -9.29648 14.83429
H 0.53305 -8.10267 16.37461
H 1.04799 -6.58566 15.79937
H 2.85564 -7.85395 18.85320
H 1.47734 -8.75748 18.46028
H 1.46898 -6.86016 18.53228
H 1.03415 -8.65703 12.77187
H -0.13201 -8.63016 13.92274
O 0.22794 -5.44763 13.72524
H 0.40884 -6.40722 13.74155
H 0.75622 -5.10456 12.99032
O -0.34321 -7.57533 10.82598
H 0.54462 -7.29766 10.56227
H -0.59508 -6.94215 11.50730
O 1.68139 -6.35733 9.40023
H 1.45378 -5.86589 8.60630
H 1.91551 -5.67826 10.04650
O 1.44782 -4.89955 11.28477
H 0.55052 -4.55258 11.14766
H 2.02552 -4.13295 11.22596
O -1.26266 -4.44598 10.64566
H -1.72183 -5.22827 10.31142
H -1.81067 -4.13044 11.36962

As for the SMILES: COC[C@H](C)N.COC[C@H](C)N.COC[C@H](C)N.COC[C@H](C)N.COC[C@H](C)N.O.O.O.O.O. The calculation puts the HOMO energy at -8.57 eV.

Atomic partial charges in e from the Mulliken method, atoms 1 to 99: -1.03 0.91 -0.65 -0.33 -0.75 -0.59 0.45 0.21 -0.12 0.30 0.21 0.39 0.25 0.27 0.31 0.10 0.15 -1.31 0.43 0.73 -0.32 -0.91 -0.69 0.11 0.47 0.35 0.46 0.58 -1.48 0.32 0.33 0.30 0.35 0.18 -1.67 0.60 -0.83 -0.27 -0.87 -0.60 0.24 0.39 0.47 0.51 0.16 0.50 0.31 0.24 0.37 0.34 0.04 -0.90 0.60 -1.04 -0.29 -0.81 -0.64 -0.34 0.49 0.36 0.20 0.46 0.43 0.26 0.28 0.33 0.25 0.25 -1.00 0.57 -0.76 -0.36 -0.78 1.01 -0.03 0.22 0.44 0.44 0.34 0.45 0.31 0.31 0.32 -0.60 -0.21 -0.74 -0.04 0.49 0.61 0.08 -0.47 -0.65 0.22 0.33 -0.71 0.35 0.28 -0.76 0.24